Record 1
Formula: C29H26N4O2
Source: the Open Molecules 2025 dataset
Level of theory: wB97M-V/def2-TZVPD

Summary:
F_max = 2.47 eV Å⁻¹
energy = -1490.0246 Ha
energy above the lowest of the compared OMol25 structures with the same formula, charge and spin = 0.524 eV
Kohn-Sham gap = 0.176 Ha

Each line ends with the natural charge from an NBO analysis.
Atoms and positions in Å:
C1 -1.130 -0.974 2.847  -0.32
N1 -0.146 -0.247 3.449  0.44
O1 0.988 -0.778 3.680  -0.55
O2 -0.350 0.973 3.720  -0.54
C2 -2.406 -0.801 3.460  -0.02
C3 -2.923 0.503 3.563  -0.21
C4 -4.200 0.695 4.061  -0.16
C5 -4.999 -0.417 4.387  -0.23
C6 -6.403 -0.220 4.650  0.29
N2 -7.539 -0.042 4.878  -0.35
C7 -4.420 -1.703 4.453  -0.16
C8 -3.136 -1.901 3.964  -0.24
H1 -0.870 -1.939 2.420  0.18
H2 -2.301 1.322 3.224  0.26
H3 -4.579 1.716 4.160  0.22
H4 -5.015 -2.529 4.862  0.22
H5 -2.671 -2.888 3.945  0.21
C9 -2.092 -1.820 -0.123  -0.69
C10 -1.504 -0.875 -1.079  0.37
N3 -2.133 -0.510 -2.224  -0.32
C11 -3.458 -0.949 -2.617  -0.41
C12 -1.346 0.388 -2.947  0.12
C13 -0.160 0.611 -2.204  0.01
C14 0.745 1.555 -2.673  -0.20
C15 0.550 2.125 -3.934  -0.22
C16 -0.611 1.851 -4.678  -0.20
C17 -1.596 0.984 -4.176  -0.23
C18 -0.246 -0.219 -1.001  -0.23
C19 0.685 -0.322 0.045  0.04
C20 2.060 -0.074 -0.191  -0.16
C21 2.943 0.600 0.704  0.35
C22 2.704 1.073 2.063  -0.69
N4 4.147 0.772 0.110  -0.32
C23 5.264 1.447 0.735  -0.41
C24 4.148 0.213 -1.167  0.11
C25 2.859 -0.344 -1.393  0.00
C26 2.601 -0.887 -2.647  -0.21
C27 3.574 -0.809 -3.649  -0.22
C28 4.815 -0.195 -3.414  -0.21
C29 5.120 0.336 -2.150  -0.23
H6 -1.311 -2.132 0.566  0.25
H7 -2.892 -1.380 0.488  0.27
H8 -2.481 -2.710 -0.631  0.23
H9 -3.670 -0.496 -3.584  0.22
H10 -3.517 -2.041 -2.697  0.22
H11 -4.210 -0.617 -1.893  0.23
H12 1.602 1.808 -2.059  0.22
H13 1.315 2.788 -4.339  0.22
H14 -0.749 2.330 -5.649  0.22
H15 -2.510 0.752 -4.720  0.22
H16 0.337 -0.559 1.055  0.27
H17 1.695 0.794 2.333  0.28
H18 3.378 0.583 2.779  0.26
H19 2.788 2.163 2.181  0.24
H20 6.072 1.482 0.009  0.22
H21 4.989 2.465 1.034  0.22
H22 5.595 0.899 1.624  0.22
H23 1.637 -1.349 -2.830  0.22
H24 3.362 -1.218 -4.636  0.22
H25 5.550 -0.130 -4.218  0.22
H26 6.056 0.847 -1.926  0.22

Record 2
Formula: C6H7BO2
Source: the Open Molecules 2025 dataset
Level of theory: wB97M-V/def2-TZVPD

Summary:
F_max = 3.12 eV Å⁻¹
energy = -408.2460 Ha
energy above the lowest of the compared OMol25 structures with the same formula, charge and spin = 0.588 eV
SMILES string = OB(O)c1ccccc1
Kohn-Sham gap = 0.355 Ha

Each line ends with the natural charge from an NBO analysis.
Atoms and positions in Å:
O1 1.430 -0.113 2.426  -0.88
B1 1.401 -0.847 1.184  1.14
O2 2.220 -1.783 0.586  -0.91
C1 0.295 -0.327 0.252  -0.44
C2 0.139 1.085 0.316  -0.15
C3 -0.853 1.736 -0.421  -0.24
C4 -1.670 0.952 -1.223  -0.20
C5 -1.625 -0.447 -1.248  -0.23
C6 -0.642 -1.035 -0.444  -0.17
H1 2.344 -0.058 2.688  0.48
H2 2.195 -1.978 -0.350  0.52
H3 0.842 1.679 0.916  0.22
H4 -0.786 2.851 -0.484  0.22
H5 -2.493 1.407 -1.787  0.21
H6 -2.293 -1.000 -1.909  0.22
H7 -0.505 -2.121 -0.502  0.20

Record 3
Formula: C33H33N5O4SiTi
Source: the Open Molecules 2025 dataset
Level of theory: wB97M-V/def2-TZVPD

Summary:
F_max = 2.76 eV Å⁻¹
energy = -2990.8542 Ha
multiplicity = 2
energy above the lowest of the compared OMol25 structures with the same formula, charge and spin = 0.000 eV
⟨S²⟩ = 0.7866
charge = +1
Kohn-Sham gap (alpha / beta) = 0.234 / 0.250 Ha

Each line ends with the Löwdin spin population.
Atoms and positions in Å:
Ti1 0.200 -0.183 0.555  0.46
C1 -1.543 -2.958 0.268  0.00
N1 -0.845 -2.106 -0.721  0.00
C2 0.181 -2.875 -1.436  0.00
C3 1.390 -3.129 -0.582  0.00
C4 2.378 -4.013 -0.997  0.00
C5 3.479 -4.207 -0.185  0.00
C6 3.540 -3.531 1.027  0.00
C7 2.511 -2.671 1.352  0.00
N2 1.456 -2.453 0.561  0.00
C8 -1.805 -1.581 -1.699  0.00
C9 -2.622 -0.467 -1.121  0.00
C10 -3.785 -0.043 -1.749  0.00
C11 -4.507 0.991 -1.188  0.00
C12 -4.056 1.545 0.004  0.00
C13 -2.891 1.058 0.559  0.00
N3 -2.163 0.081 0.003  0.00
C14 -1.493 -2.468 1.693  0.01
C15 -2.187 -3.143 2.687  0.00
C16 -2.116 -2.689 3.993  0.01
C17 -1.347 -1.565 4.269  0.00
C18 -0.689 -0.949 3.226  0.01
N4 -0.760 -1.391 1.963  0.00
H1 -2.595 -3.061 -0.009  0.00
H2 -1.119 -3.965 0.255  0.00
H3 -0.222 -3.830 -1.795  0.00
H4 0.493 -2.308 -2.316  0.00
H5 2.286 -4.530 -1.944  0.00
H6 4.272 -4.879 -0.485  0.00
H7 4.375 -3.662 1.700  0.00
H8 2.523 -2.130 2.290  0.00
H9 -1.268 -1.189 -2.563  0.00
H10 -2.468 -2.376 -2.062  0.00
H11 -4.102 -0.509 -2.672  0.00
H12 -5.407 1.356 -1.664  0.00
H13 -4.600 2.341 0.492  0.00
H14 -2.525 1.454 1.496  0.00
H15 -2.776 -4.016 2.437  0.00
H16 -2.648 -3.201 4.782  0.00
H17 -1.263 -1.178 5.274  0.00
H18 -0.076 -0.071 3.403  0.00
O1 1.813 0.027 1.335  0.02
C19 2.326 0.967 2.055  0.28
C20 1.654 2.176 2.345  0.02
C21 2.226 3.138 3.193  0.06
C22 1.544 4.294 3.465  -0.01
C23 0.290 4.553 2.903  0.08
C24 -0.284 3.626 2.065  -0.02
C25 0.369 2.422 1.775  0.07
O2 -0.201 1.514 1.001  0.00
N5 2.131 5.272 4.383  0.00
O3 1.510 6.296 4.585  0.00
O4 3.219 5.011 4.860  0.00
H19 3.331 0.811 2.443  0.01
H20 3.197 2.967 3.639  0.00
H21 -0.206 5.482 3.144  0.00
H22 -1.249 3.814 1.614  0.00
C26 2.775 -0.476 -2.309  0.00
Si1 1.327 0.567 -1.613  -0.01
C27 2.134 2.270 -1.288  0.00
C28 0.149 0.910 -3.077  0.00
C29 0.251 0.235 -4.297  0.00
C30 -0.601 0.520 -5.356  0.00
C31 -1.566 1.508 -5.221  0.00
C32 -1.670 2.207 -4.026  0.00
C33 -0.830 1.901 -2.965  0.00
H23 3.347 0.118 -3.024  0.00
H24 2.463 -1.392 -2.818  0.00
H25 3.458 -0.768 -1.507  0.00
H26 2.636 2.636 -2.185  0.00
H27 2.880 2.206 -0.491  0.00
H28 1.394 3.017 -0.992  0.00
H29 1.023 -0.517 -4.430  0.00
H30 -0.496 -0.011 -6.294  0.00
H31 -2.221 1.746 -6.050  0.00
H32 -2.409 2.992 -3.925  0.00
H33 -0.918 2.459 -2.036  0.00